Molecular formula: C49H63N3P2PdSi
Method: DFT, the ωB97M-V functional and the def2-TZVPD basis

Geometry as XYZ:
```
119
Properties=species:S:1:pos:R:3:forces:R:3
C 3.098733 -1.325568 4.350853 0.06 -0.02 -0.04
H 1.082964 -0.730587 4.646495 -0.03 0.03 0.00
H 4.464324 3.298925 1.668024 0.00 0.01 0.00
H 1.083346 3.699004 -2.721221 0.01 -0.06 -0.02
H 0.783119 5.623495 -3.997810 0.01 -0.01 0.01
H -2.874112 -2.756123 -0.847082 0.01 0.00 0.00
H 3.249466 -1.569668 5.394725 0.00 0.00 0.01
C 3.026023 -1.194058 -3.509390 -0.03 0.06 0.01
H 6.329684 -0.621821 -2.632223 0.00 -0.01 -0.01
H 5.079758 -1.912633 3.747499 0.01 -0.01 0.01
C -4.259148 -0.548956 0.983385 0.03 0.01 -0.01
H 4.924509 3.004144 -2.061123 0.01 0.01 0.01
H -1.806085 -4.318285 1.669758 0.00 0.00 0.00
H -4.888294 2.117133 -0.165768 0.00 -0.02 0.02
C 0.776609 6.627236 -2.073881 0.02 0.01 0.02
H -3.177973 3.763782 0.086324 0.02 0.00 -0.02
Si -0.088200 0.041244 2.028298 0.03 0.19 -0.22
C 0.156365 4.214955 -2.475184 0.01 0.01 0.04
N -0.870815 -9.875864 1.450953 -0.01 -0.06 0.01
H 2.534181 1.918012 0.537636 0.05 0.03 0.00
H 1.985290 2.377846 -1.636365 -0.02 -0.03 0.01
C -1.371553 -6.408694 1.486880 -0.02 0.12 0.00
H 4.912001 -2.096107 -3.966469 0.00 0.01 -0.02
H 5.904795 3.320999 0.672384 0.01 -0.01 -0.02
H 2.597976 -0.196784 -3.359871 -0.01 -0.02 -0.01
C -0.228237 2.932551 1.644617 0.06 0.11 -0.09
C -3.104419 1.481940 -2.955161 0.09 0.08 -0.04
H -0.649964 3.650063 -2.943217 -0.05 0.05 -0.01
H 0.758566 -7.757545 -0.779616 0.00 0.00 0.00
H 0.431027 6.969578 0.043073 0.02 0.00 0.00
H -2.882451 3.845844 -1.638332 -0.01 -0.02 -0.01
P 2.412833 -0.260328 -0.107959 -0.22 -0.02 0.34
H 5.008443 0.477319 -2.340951 -0.02 -0.02 -0.02
C -4.475873 2.503351 -1.099783 -0.01 0.01 0.01
C 2.681468 -0.704028 1.661776 0.04 -0.03 -0.10
C -2.018431 2.105830 -0.708521 -0.08 -0.07 0.07
H 0.115032 5.056477 1.452365 0.05 0.00 0.02
C -0.409147 -4.684145 0.087230 -0.03 0.25 -0.03
C -0.646291 -7.373579 0.794641 -0.04 -0.46 0.12
H 4.828910 1.021250 1.235596 -0.02 -0.01 -0.03
C 5.246853 -0.577485 -2.489776 -0.02 0.04 0.03
H -1.796996 5.435247 -1.335694 0.05 0.01 0.00
C -0.027924 4.257818 -0.940886 0.35 0.09 -0.02
Pd 0.007591 -0.093011 -0.297950 0.88 0.05 -0.46
C -0.261057 1.858892 2.554849 0.02 0.16 0.12
P -0.292712 2.578671 -0.165258 -0.59 -0.45 -0.16
C -3.507619 -2.132539 -0.236628 0.07 -0.06 -0.10
H -3.064908 0.728968 -3.744470 -0.04 -0.03 0.02
C 3.201882 1.403985 -0.172977 0.02 0.15 0.02
C -0.958095 5.451149 -0.641183 -0.03 -0.02 -0.03
C -4.381049 1.363330 -2.132764 0.00 0.00 0.03
H -5.233223 -3.337852 -0.107710 -0.01 0.01 0.00
C 4.629906 1.610095 0.339726 -0.02 -0.04 0.07
N -3.169647 -0.969538 0.251618 -0.16 0.18 0.13
C 4.115170 4.015230 -0.346221 -0.03 0.01 0.01
H 1.768955 6.284278 -1.764476 0.00 -0.01 0.00
H 3.081282 -3.080751 -2.498780 0.01 0.01 -0.02
C -0.771112 -8.768742 1.159696 0.04 0.40 -0.10
C -0.154438 6.742987 -0.853023 -0.05 0.02 0.03
C 4.530728 -1.094939 -3.733060 0.04 -0.09 -0.02
H 4.712569 -1.386879 1.399099 -0.02 0.00 0.01
H 5.372194 -0.944007 -0.371408 0.01 0.03 -0.03
H 1.630816 -2.154099 -2.162426 0.00 0.00 0.03
H 3.213269 1.387623 -2.355122 0.04 0.04 0.02
H -1.644673 0.287461 -1.891575 -0.26 0.07 0.09
C -0.210767 2.155361 3.920952 0.04 -0.04 -0.02
C 2.706668 -2.067983 -2.304481 -0.02 0.02 0.04
H 0.951635 4.524990 -0.517399 0.00 -0.01 -0.04
C 4.885339 -1.381297 -1.242337 -0.01 -0.08 0.04
H -1.221547 -0.714746 4.103999 0.01 -0.02 0.02
C -5.257583 -1.471544 0.926604 0.01 -0.08 -0.06
C -1.861234 1.353671 -2.067234 0.01 -0.03 0.03
C 4.122337 -1.518989 3.431861 -0.07 0.02 0.06
H 2.535594 -1.599187 -4.397154 0.01 -0.03 0.00
C 3.908560 -1.212110 2.100883 -0.02 -0.03 -0.07
H -5.169883 3.274304 -1.444004 0.00 -0.01 -0.02
C 3.942046 3.310651 -1.687204 0.01 0.00 -0.02
H -4.255668 0.386955 1.518081 0.01 0.03 0.00
H 0.925397 7.605896 -2.532272 -0.01 0.00 -0.01
C -1.251311 -5.077646 1.133431 -0.06 -0.04 0.07
C -3.117522 3.161084 -0.823180 0.04 0.05 0.09
H -2.280400 -0.908018 2.703971 0.02 0.03 0.00
H 3.270695 -2.396885 -0.277595 -0.05 -0.01 -0.03
C 3.028635 2.087163 -1.540369 -0.01 -0.01 -0.01
C 0.198623 -7.000717 -0.247087 0.03 0.08 -0.06
C 4.835239 3.098782 0.659864 0.00 0.02 0.03
H -2.342678 1.375859 0.041233 0.00 -0.03 -0.03
H -0.806982 5.955250 -3.358686 0.00 0.01 0.01
N -4.764531 -2.483278 0.134815 -0.02 0.01 0.05
C 0.314332 -5.667990 -0.594602 0.03 -0.06 -0.04
C 0.001774 4.225200 2.128386 -0.07 -0.03 0.06
H -4.376103 0.400801 -1.619222 0.01 -0.03 0.00
C 1.637012 -0.516966 2.575065 0.22 -0.01 0.19
C 3.374267 -1.585759 -1.005807 0.07 -0.01 -0.09
H 0.275417 5.493928 3.829909 0.01 0.01 0.00
C -1.250450 -0.993715 3.046767 -0.27 -0.18 0.19
H -6.238100 -1.507029 1.365145 -0.02 0.00 0.01
H -1.396473 5.426007 0.353523 -0.05 0.00 -0.04
H 5.312653 -2.385532 -1.352581 0.00 0.01 -0.03
C -0.042947 3.446211 4.394279 -0.02 -0.01 0.00
H -0.261367 1.347627 4.642772 0.00 -0.03 -0.01
H 0.966974 -5.371535 -1.404711 0.00 0.01 0.00
H -5.257624 1.369666 -2.783118 0.00 0.00 0.00
H 3.127146 4.285863 0.041430 -0.01 -0.02 0.00
C 0.098404 4.482374 3.487073 -0.01 0.00 -0.02
H -0.986092 1.714556 -2.611354 -0.03 0.05 -0.03
C -0.221308 -2.120496 -0.574614 -0.08 0.08 0.29
H 4.660203 4.953236 -0.464476 0.01 0.00 0.00
C 0.199300 5.634294 -3.075656 0.00 -0.01 -0.03
H -2.022871 -6.704549 2.298202 0.00 -0.01 0.00
H -3.089616 2.453890 -3.460981 -0.01 -0.02 -0.02
C -0.300876 -3.298044 -0.262961 0.11 -0.29 -0.14
C 1.878114 -0.839874 3.918403 -0.03 0.03 -0.07
H 5.343696 1.289658 -0.420738 0.02 0.01 0.01
H -0.956303 -2.042604 2.965583 0.00 -0.01 -0.02
H 0.009024 3.635373 5.458912 0.00 0.00 0.01
H -0.846122 7.577674 -0.990387 -0.01 -0.01 0.01
H 3.531824 3.991189 -2.437854 -0.01 0.01 0.00
H 4.760946 -0.465162 -4.595237 -0.01 0.03 0.01
```
Forces are in eV/Å.

- HOMO level (alpha / beta) (eV) = -5.76 / -7.95
- frontier orbital gap (alpha / beta) (eV) = 6.331 / 7.690
- multiplicity = 3
- E (eV) = -86240.271